No. 1
The following is a DFT calculation (the ωB97M-V functional and the def2-TZVPD basis) of C29H24BF7N4O2OsS as an isolated structure in a non-equilibrium geometry.

```
69
Properties=species:S:1:pos:R:3:mulliken_charge:R:1
Os 0.847 -0.079 -0.258 -1.05
S -0.343 -1.593 -1.584 -0.56
F 4.886 0.807 0.995 -0.37
F 1.150 -3.430 -5.655 -0.31
F 0.067 -3.962 -3.857 -0.25
F 2.720 1.284 0.445 -0.06
F 3.666 2.297 2.275 -0.37
F 3.184 0.062 2.342 -0.38
F -0.470 -2.181 -4.952 -0.19
O 0.797 -1.574 3.475 -0.59
O -0.191 3.772 -0.878 -0.65
N 0.278 1.534 -1.231 1.09
N 1.972 -0.864 -1.768 1.12
N 0.188 1.068 1.302 0.44
N 0.909 -1.389 1.162 1.49
C -2.290 1.135 -2.492 -1.44
C 0.731 -0.895 2.490 -0.10
C 1.538 -2.137 -3.727 -0.33
C 3.701 -1.144 -3.323 -1.18
C 0.027 2.358 1.029 0.54
C 0.370 1.420 3.605 -0.92
C -0.339 -4.861 1.046 -0.94
C 0.402 0.575 2.511 0.58
C 0.170 1.675 -2.651 -0.84
C 0.144 2.771 3.364 -0.28
C -0.016 3.264 2.072 -0.66
C -1.044 1.285 -4.672 -0.98
C -0.319 -3.487 1.227 1.57
C 3.239 -0.627 -2.135 -0.34
C 3.411 -2.798 0.613 -1.72
C 2.836 -1.892 -4.125 -0.58
C 1.237 2.029 -4.757 -0.90
C 0.900 -2.816 1.061 -0.72
C 0.820 -5.551 0.723 -0.84
C 0.569 -2.930 -4.555 0.72
C 2.082 -3.489 0.746 1.35
C -1.582 -2.748 1.565 -1.52
C -1.028 1.332 -3.283 1.44
C 2.014 -4.870 0.582 -0.93
C 0.021 2.663 -0.451 0.19
C 0.086 1.611 -5.405 -0.97
C 2.516 2.621 -2.676 -1.43
C 1.127 -1.604 -2.506 0.97
C 1.299 2.084 -3.369 1.50
B 3.668 1.121 1.561 0.16
H -2.151 0.476 -1.637 0.16
H 0.135 3.461 4.197 0.45
H 2.335 3.653 -2.367 0.35
H 2.105 2.327 -5.333 0.43
H 2.774 2.067 -1.773 0.00
H -2.451 -3.291 1.195 0.47
H 3.841 -0.046 -1.446 0.41
H 0.061 1.564 -6.486 0.44
H 4.176 -3.377 1.130 0.62
H -3.077 0.720 -3.120 0.41
H 4.722 -0.968 -3.623 0.52
H -1.276 -5.394 1.151 0.44
H -0.135 4.317 1.867 0.54
H -2.637 2.099 -2.110 0.30
H 3.711 -2.737 -0.435 0.25
H 3.185 -2.285 -5.070 0.54
H 2.921 -5.413 0.345 0.48
H 0.558 1.033 4.596 0.54
H 3.374 2.616 -3.347 0.42
H -1.690 -2.634 2.645 0.34
H 0.790 -6.624 0.589 0.44
H -1.601 -1.750 1.123 0.13
H -1.958 1.001 -5.178 0.42
H 3.416 -1.799 1.041 0.11
```

## Properties
Energy relative to the best compared isomer or geometry (same formula, charge and spin)   42.9 kJ/mol
Spin multiplicity   1

=====

No. 2
The following is a DFT calculation (the ωB97M-V functional and the def2-TZVPD basis) of C29H24Br2ClN3NaO5PS3 as an isolated structure in a non-equilibrium geometry.

```
69
Properties=species:S:1:pos:R:3:mulliken_charge:R:1
Br 16.568 12.029 12.147 -0.20
Br 15.085 10.288 8.871 -0.20
Cl 9.645 11.770 4.835 1.67
S 14.976 5.433 15.706 -0.47
S 16.858 6.691 13.687 -0.50
S 13.990 5.887 13.024 -0.45
P 10.531 9.241 10.690 0.09
Na 15.272 7.946 11.832 0.54
O 8.286 12.281 4.588 -0.69
O 9.464 10.367 5.138 -0.73
O 10.443 11.870 3.638 -0.68
O 14.090 6.680 5.468 -0.50
O 10.238 12.530 5.949 -0.60
N 14.303 10.561 12.461 -0.10
N 15.251 7.491 9.301 -0.31
N 9.484 9.421 7.822 -0.38
C 8.543 9.043 8.733 0.48
C 6.306 8.133 9.044 -0.49
C 9.746 9.990 13.415 0.19
C 15.228 6.190 8.902 -0.52
C 14.529 8.205 7.112 -0.33
C 15.524 10.701 12.994 -0.30
C 10.879 13.596 9.373 -0.32
C 13.741 9.171 14.308 -0.21
C 11.773 11.460 9.995 0.79
C 15.283 6.032 14.151 0.00
C 14.896 5.854 7.610 -0.68
C 11.970 12.756 9.553 -0.39
C 9.572 13.200 9.839 -0.80
C 10.523 11.042 10.419 -0.37
C 6.638 7.770 10.373 -0.97
C 15.956 10.079 14.144 -0.20
C 15.056 9.242 14.801 -0.68
C 10.226 9.003 12.533 -0.21
C 10.022 8.456 15.218 -0.21
C 13.451 9.839 13.142 0.32
C 14.435 6.909 6.739 0.86
C 9.595 9.669 14.775 -0.74
C 10.583 7.486 14.329 -0.85
C 14.911 8.426 8.428 0.17
C 9.436 11.911 10.329 0.39
C 7.850 8.162 10.856 -0.49
C 8.812 8.769 10.069 0.66
C 7.232 8.820 8.279 -0.66
C 10.617 7.755 12.979 -0.14
H 12.426 9.740 12.761 0.21
H 9.180 10.408 15.467 0.34
H 7.064 9.198 7.199 0.29
H 10.942 6.553 14.702 0.42
H 5.314 7.792 8.661 0.29
H 14.240 8.965 6.402 0.45
H 13.016 12.957 9.209 0.21
H 12.624 10.770 9.866 -0.59
H 9.397 10.932 13.018 0.39
H 8.159 8.041 11.888 0.40
H 13.936 5.741 5.296 0.30
H 10.277 9.945 8.075 0.30
H 9.968 8.160 16.289 0.27
H 10.949 14.487 8.757 0.36
H 16.916 10.277 14.502 0.51
H 11.087 7.101 12.317 0.50
H 15.565 5.424 9.625 0.39
H 8.417 11.557 10.519 0.43
H 8.725 13.854 9.611 0.32
H 12.989 8.568 14.778 0.26
H 9.050 9.921 7.060 0.03
H 5.891 7.279 10.968 0.40
H 14.729 4.837 7.353 0.31
H 15.224 8.770 15.769 0.39
```

## Properties
Charge   -2
Energy relative to the best compared isomer or geometry (same formula, charge and spin)   73.3 kJ/mol
Spin multiplicity   1

=====

No. 3
The following is a DFT calculation (the ωB97M-V functional and the def2-TZVPD basis) of C29H24ClCrN5OS as an isolated structure in a non-equilibrium geometry.

```
62
Properties=species:S:1:pos:R:3:lowdin_spin:R:1
Cr 11.442 7.053 9.195 3.66
Cl 17.229 6.139 13.712 0.00
S 11.220 4.811 8.143 0.04
O 13.638 6.822 9.189 0.03
N 11.941 4.605 5.544 0.00
N 11.469 9.056 8.623 0.03
N 13.438 5.779 6.759 0.01
N 9.255 7.116 9.659 0.00
N 11.459 6.363 11.082 0.01
C 6.695 6.784 10.547 0.01
C 16.649 6.619 11.187 0.01
C 11.178 9.496 7.357 0.01
C 10.534 11.353 5.923 0.00
C 13.889 6.024 11.477 0.00
C 12.235 9.847 9.451 0.01
C 10.256 10.528 4.844 0.01
C 10.762 8.663 6.302 0.02
C 12.500 5.745 11.691 0.05
C 13.766 11.425 11.261 0.00
C 9.091 6.654 10.925 0.01
C 8.725 5.852 13.545 0.00
C 6.926 7.191 9.248 0.00
C 10.036 6.026 13.036 0.00
C 12.263 5.070 6.778 0.02
C 15.803 6.844 10.109 0.00
C 11.090 10.899 7.102 0.01
C 14.393 6.592 10.237 0.01
C 7.773 6.467 11.423 0.00
C 10.327 9.151 5.096 0.00
C 16.172 6.052 12.406 0.00
C 7.615 5.981 12.749 0.00
C 14.143 11.315 9.931 0.00
C 11.969 9.844 10.865 0.01
C 12.699 10.669 11.727 0.00
C 13.339 10.605 9.000 0.00
C 10.233 6.363 11.724 0.01
C 8.227 7.354 8.832 0.01
C 14.801 5.764 12.549 0.01
H 6.581 5.796 13.123 0.00
H 11.301 9.101 11.250 0.00
H 5.697 6.701 10.928 0.00
H 10.948 6.052 13.702 0.00
H 12.438 10.694 12.783 0.00
H 17.749 6.818 11.169 0.00
H 8.462 7.718 7.807 0.00
H 12.555 4.749 4.747 0.00
H 8.597 5.656 14.601 0.00
H 13.747 6.236 7.663 0.00
H 10.335 12.419 5.773 0.00
H 14.402 5.317 13.462 0.00
H 11.114 4.002 5.461 0.00
H 11.338 11.646 7.864 0.00
H 10.824 7.599 6.476 0.01
H 10.044 8.438 4.329 0.00
H 12.226 4.987 12.398 0.00
H 15.095 11.772 9.614 0.00
H 13.532 10.671 7.942 0.00
H 10.016 10.926 3.860 0.00
H 14.277 12.149 11.905 0.00
H 14.076 5.708 5.952 0.00
H 16.148 7.382 9.219 0.00
H 6.094 7.448 8.574 0.00
```

## Properties
Energy relative to the best compared isomer or geometry (same formula, charge and spin)   0.0 kJ/mol
Spin multiplicity   5
Expectation value of S²   6.022

=====

No. 4
The following is a DFT calculation (the ωB97M-V functional and the def2-TZVPD basis) of C29H24ClF12NO3RuS as an isolated structure.

```
72
Properties=species:S:1:pos:R:3:lowdin_spin:R:1
Ru -0.568 -0.528 -0.586 3.69
Cl -0.869 1.716 -3.043 0.06
S -2.871 0.866 -0.366 0.09
F 1.328 2.094 -0.518 0.01
F 0.675 -3.029 1.843 0.00
F 2.142 3.218 1.134 0.00
F -2.398 -4.666 -0.183 0.00
F -1.660 -4.194 -2.137 0.00
F 1.314 -4.828 0.824 0.00
F -0.954 2.244 3.032 0.00
F -0.714 -5.766 -0.963 0.00
F 0.034 3.359 0.669 0.00
F -0.645 -4.726 1.740 0.00
F 1.055 2.817 3.529 0.00
F 0.358 0.807 3.954 0.00
O -3.678 0.123 -1.381 0.02
O -1.152 -2.391 -0.030 0.21
O -0.345 0.641 1.149 0.17
N 1.337 -1.089 -0.030 0.23
C 5.244 0.537 3.820 0.00
C 4.429 -0.993 1.979 0.00
C 2.478 -4.598 -4.396 0.00
C -1.277 -4.534 -0.894 0.00
C -3.411 0.297 1.240 0.01
C 1.673 -2.006 -1.041 0.02
C 1.074 2.503 0.730 0.00
C -5.001 6.541 -0.337 0.00
C -0.568 -0.054 -2.690 0.16
C -4.826 4.232 -1.323 0.00
C 0.860 -3.140 -1.261 0.03
C 0.753 1.277 1.633 0.02
C 3.479 -1.376 1.056 0.03
C -3.511 2.527 -0.291 0.02
C -3.650 4.693 0.710 0.00
C -0.326 -3.452 -0.298 0.02
C 2.990 -2.558 -2.997 0.00
C 2.042 0.438 1.738 0.02
C 2.718 -1.731 -1.931 0.02
C -3.151 3.403 0.727 0.01
C -4.334 2.933 -1.327 0.01
C -4.493 5.125 -0.313 0.01
C 2.215 -3.694 -3.221 0.02
C 1.170 -3.959 -2.352 0.00
C 3.033 0.803 2.646 0.00
C 4.228 0.115 2.793 0.02
C 0.314 1.792 3.046 0.01
C 2.277 -0.666 0.888 0.02
C 0.261 -4.009 1.043 0.00
H -4.243 7.219 -0.734 0.00
H -5.888 6.631 -0.965 0.00
H 3.651 -2.254 0.450 0.00
H -4.580 2.226 -2.108 0.00
H 0.589 -4.849 -2.540 0.00
H 6.212 0.072 3.626 0.00
H -5.258 6.888 0.664 0.00
H -2.475 3.089 1.509 0.00
H 3.309 -0.841 -1.758 0.00
H 5.340 -1.574 2.074 0.00
H -1.394 -0.577 -3.171 0.02
H 2.874 1.668 3.275 0.00
H 1.740 -4.446 -5.187 0.00
H 3.464 -4.408 -4.822 0.00
H 3.804 -2.318 -3.671 0.00
H 4.939 0.251 4.829 0.00
H -3.374 5.379 1.502 0.00
H -4.496 0.383 1.276 0.00
H 5.390 1.619 3.819 0.00
H 0.373 -0.303 -3.180 0.02
H -3.100 -0.746 1.314 0.00
H -5.479 4.555 -2.125 0.00
H 2.434 -5.649 -4.107 0.00
H -2.912 0.869 2.017 0.00
```

## Properties
Charge   -1
E_tot   -3551.67586 Ha
Spin multiplicity   6
Expectation value of S²   8.766

=====

No. 5
The following is a DFT calculation (the ωB97M-V functional and the def2-TZVPD basis) of C29H24FN3OPRuSe2 as an isolated structure.

```
62
Properties=species:S:1:pos:R:3:lowdin_spin:R:1
Ru 0.814 0.383 0.700 0.89
Se 1.377 2.439 -0.914 0.00
Se 2.957 1.281 -2.147 0.00
P -0.253 -1.353 1.808 -0.01
F 1.830 1.051 2.174 0.07
O -0.260 2.693 2.066 0.00
N -0.703 1.469 1.618 -0.01
N -0.349 0.291 -1.068 0.00
N 2.631 -0.534 0.081 0.00
C 1.017 -0.942 5.653 0.00
C 0.906 -5.556 0.389 0.00
C -1.222 -1.823 5.726 0.00
C -0.188 -1.327 3.608 0.00
C 3.464 -0.055 -0.866 0.01
C 0.476 -3.242 -0.083 0.00
C 4.398 -1.988 0.817 0.00
C -1.829 1.102 -3.271 0.01
C -0.125 1.479 -1.669 0.01
C -4.771 -0.984 0.930 0.00
C 5.233 -1.509 -0.175 0.01
C -1.285 -1.787 4.343 0.00
C -2.027 -0.143 -2.703 0.00
C -0.072 -1.400 6.380 0.00
C -2.657 0.057 1.450 0.00
C 0.213 -3.013 1.271 0.00
C -1.279 -0.511 -1.597 0.01
C -0.847 1.937 -2.744 0.00
C 0.815 -4.509 -0.523 0.00
C 4.760 -0.516 -1.016 0.00
C -2.778 -2.323 1.109 0.00
C 0.965 -0.902 4.267 0.00
C 0.314 -4.063 2.181 0.00
C 0.661 -5.332 1.735 0.00
C -2.022 -1.196 1.403 0.00
C -4.145 -2.217 0.864 0.00
C -1.953 1.292 1.776 0.01
C 3.125 -1.470 0.916 0.01
C -4.029 0.148 1.236 0.00
H -5.836 -0.902 0.759 0.00
H 0.128 -3.894 3.234 0.00
H 4.722 -2.742 1.520 0.00
H -0.026 -1.424 7.461 0.00
H 0.445 -2.423 -0.792 0.00
H 0.739 -6.145 2.444 0.00
H 1.017 -4.683 -1.572 0.00
H -4.519 1.112 1.307 0.00
H -2.414 1.419 -4.124 0.00
H 0.660 2.516 2.340 0.00
H -2.516 2.122 2.196 0.00
H 6.245 -1.878 -0.280 0.00
H -0.634 2.906 -3.173 0.00
H -2.304 -3.295 1.076 0.00
H 1.909 -0.607 6.164 0.00
H -1.433 -1.468 -1.121 0.00
H 1.809 -0.527 3.708 0.00
H -4.718 -3.107 0.639 0.00
H -2.071 -2.180 6.293 0.00
H 2.471 -1.815 1.700 0.00
H 1.173 -6.547 0.047 0.00
H 5.397 -0.078 -1.773 0.00
H -2.187 -2.116 3.843 0.00
H -2.760 -0.832 -3.098 0.00
```

## Properties
Charge   +2
Energy relative to the best compared isomer or geometry (same formula, charge and spin)   0.0 kJ/mol
Spin multiplicity   2
Expectation value of S²   0.756

=====

No. 6
The following is a DFT calculation (the ωB97M-V functional and the def2-TZVPD basis) of one molecule with the formula C29H24N2O3 in a non-equilibrium geometry.

```
58
Properties=species:S:1:pos:R:3:mulliken_charge:R:1
O -1.764 4.558 1.387 -0.40
O -6.557 5.018 3.047 -0.59
O -7.840 3.348 3.565 -0.60
N -6.748 3.935 3.631 0.96
N -0.116 2.508 5.827 -0.76
C -1.389 0.763 3.023 0.34
C -0.461 -2.589 4.099 -0.33
C 1.177 5.371 -0.669 -0.63
C -3.417 1.851 5.161 0.33
C -2.208 0.970 5.345 2.25
C -0.191 1.517 2.774 -0.65
C -4.425 3.957 4.406 -0.29
C -5.676 3.345 4.383 -0.23
C 0.549 -3.427 4.595 -0.80
C 1.669 -2.887 5.254 1.02
C -2.326 -0.105 6.448 -1.12
C 2.724 -3.774 5.885 -1.45
C -2.532 1.125 2.231 -0.41
C -1.027 1.777 5.494 -0.51
C -0.986 5.009 0.311 0.12
C -1.592 -0.250 4.087 -0.77
C -2.632 2.353 1.707 -0.35
C -0.303 2.805 2.311 -0.48
C 0.579 5.413 -1.936 -0.50
C 1.779 -1.504 5.352 -1.06
C -5.845 2.065 4.918 -0.62
C 0.760 -0.659 4.907 -0.22
C -1.608 5.150 -0.929 -0.40
C -4.746 1.351 5.342 -0.86
C -3.322 3.251 4.841 -0.30
C 0.385 5.183 0.475 -0.24
C -1.545 3.238 1.794 0.99
C -0.807 5.302 -2.058 -0.32
C -0.433 -1.188 4.347 0.32
H 3.595 -3.170 6.154 0.34
H -2.701 5.062 -0.990 0.39
H -1.274 -3.037 3.519 0.43
H 3.048 -4.569 5.209 0.38
H -2.063 0.396 7.417 0.36
H 2.353 -4.246 6.796 0.29
H 2.255 5.478 -0.545 0.37
H -6.846 1.630 4.935 0.46
H -1.607 -0.941 6.266 0.29
H -4.900 0.364 5.813 0.14
H -1.285 5.342 -3.048 0.34
H -2.562 -0.762 4.027 0.73
H 0.488 -4.508 4.494 0.39
H 0.837 0.420 5.042 0.09
H -2.371 3.804 4.944 0.36
H 1.199 5.541 -2.816 0.37
H 0.834 5.123 1.466 0.63
H 0.539 3.498 2.358 0.04
H -3.554 2.736 1.236 0.36
H -3.332 -0.517 6.511 0.36
H 0.788 1.126 3.049 0.41
H 2.664 -1.066 5.811 0.32
H -4.334 4.979 4.021 0.43
H -3.384 0.421 2.189 0.32
```

## Properties
Energy relative to the best compared isomer or geometry (same formula, charge and spin)   0.0 kJ/mol
Spin multiplicity   1
SMILES string   Cc1ccc([C@H](c2ccc(Oc3ccccc3)cc2)[C@@](C)(C#N)c2ccc([N+](=O)[O-])cc2)cc1

=====

No. 7
The following is a DFT calculation (the ωB97M-V functional and the def2-TZVPD basis) of C29H25Cl2CuN3O5S2 as an isolated structure.

```
67
Properties=species:S:1:pos:R:3:lowdin_spin:R:1
Cu -0.054 0.422 -0.278 0.45
Cl 4.180 -4.944 0.132 0.01
Cl -6.278 2.342 -3.261 0.00
S 0.593 0.672 3.349 0.00
S 3.457 0.026 2.746 0.00
O -0.173 0.115 -4.475 0.00
O 0.074 0.070 -2.265 0.03
O -0.297 3.301 -1.344 0.00
O -3.688 5.250 0.872 0.00
O -2.627 0.816 1.647 0.00
N 1.670 0.378 0.892 0.03
N -1.328 1.982 0.207 0.01
N -2.127 4.143 -0.322 0.00
C -0.712 -1.488 0.136 0.26
C 5.414 -0.363 -0.791 0.00
C 2.181 -3.555 -1.073 -0.01
C -4.165 2.957 2.471 0.00
C -0.412 4.074 2.441 0.00
C -4.628 1.765 -3.247 0.00
C -3.734 2.245 -4.191 0.00
C -2.258 1.888 1.195 0.00
C 2.869 0.128 0.245 0.00
C 5.241 -0.332 0.585 0.00
C 0.449 -2.342 0.138 0.02
C 2.746 -3.940 0.134 0.05
C -5.259 2.490 1.512 0.00
C 3.060 0.089 -1.136 0.00
C -0.588 0.312 -3.328 0.00
C -2.806 3.197 1.797 0.00
C 4.328 -0.155 -1.637 0.00
C -4.250 0.823 -2.309 0.00
C -2.940 4.291 0.754 0.00
C -2.436 1.759 -4.182 0.00
C 2.198 -3.538 1.341 -0.01
C -2.938 0.368 -2.300 0.00
C 3.973 -0.088 1.090 0.00
C -2.020 0.832 -3.232 0.00
C 1.763 0.387 2.207 0.00
C -1.812 3.666 2.898 0.00
C 1.064 -2.746 1.338 0.05
C 1.043 -2.773 -1.066 0.05
C -1.167 3.104 -0.511 0.00
H -0.447 4.864 1.689 0.00
H -5.381 3.198 0.691 0.00
H -4.057 2.976 -4.920 0.00
H -2.285 4.510 3.410 0.00
H 0.636 -2.414 2.277 0.00
H 0.615 -2.433 -2.002 0.00
H -6.215 2.413 2.036 0.00
H 4.470 -0.181 -2.711 0.00
H -5.004 1.513 1.107 0.00
H -4.476 3.888 2.949 0.00
H 0.125 3.221 2.026 0.00
H 0.162 4.441 3.294 0.00
H 6.076 -0.492 1.257 0.00
H 2.639 -3.860 -2.005 0.00
H -4.968 0.454 -1.591 0.00
H -2.641 -0.352 -1.550 0.00
H -1.717 2.085 -4.922 0.00
H -1.714 2.844 3.611 0.00
H 2.659 -3.841 2.272 0.00
H 6.398 -0.551 -1.206 0.00
H -1.199 -1.313 1.091 0.02
H -4.017 2.203 3.245 0.00
H 2.211 0.238 -1.792 0.00
H -2.118 4.870 -1.021 0.00
H -1.383 -1.616 -0.708 0.01
```

## Properties
Charge   -2
E_tot   -5018.05566 Ha
Spin multiplicity   2
Expectation value of S²   0.765

=====

Computed M (Da) in order:
826.6 840.0 578.1 831.1 739.5 448.5 694.1